Record 1
ORCA calculation (the ωB97M-V functional and the def2-TZVPD basis) on a 2-piece molecular cluster, C4H10O2 overall at a distorted geometry.

Properties
* molar mass: 90.1 u
* relative energy (zero: lowest compared OMol25 entry of this formula, charge and spin): 221.6 kJ/mol
* SMILES: CC(C)C=O.O
* HOMO-LUMO gap: 10.40 eV
* HOMO: -9.609 eV
* LUMO energy: 0.0291 Eh

Structure (ORCA input):
```
! RIJCOSX wB97M-V def2-TZVPD def2/J DEFGRID3
* xyz 0 1
C 0.383 0.281 -1.606
C -0.394 -0.039 -0.344
C -0.267 -1.460 0.162
C -0.803 1.017 0.545
O -1.074 0.876 1.740
H -0.022 1.180 -2.073
H 1.443 0.472 -1.376
H 0.349 -0.552 -2.319
H -1.666 0.320 -0.398
H -0.948 -2.062 -0.442
H 0.735 -1.900 0.037
H -0.556 -1.512 1.214
H -0.818 1.992 0.024
O 1.539 0.477 1.294
H 1.856 -0.333 1.701
H 0.699 0.662 1.762
*
```


Record 2
ORCA calculation (the ωB97M-V functional and the def2-TZVPD basis) on C28H32N8OS4V as an isolated structure at a distorted geometry.

Properties
* molar mass: 675.8 u
* relative energy (zero: lowest compared OMol25 entry of this formula, charge and spin): 69.2 kJ/mol
* HOMO-LUMO gap (alpha / beta): 7.68 / 6.51 eV
* HOMO (alpha / beta): -12.304 / -12.304 eV
* LUMO energy (alpha / beta): -0.1701 / -0.2129 Eh

Structure (ORCA input):
```
! RIJCOSX wB97M-V def2-TZVPD def2/J DEFGRID3
* xyz 2 4
V 1.021 -1.542 -0.894
C 3.129 -4.088 0.042
C 1.781 -4.608 0.490
S 0.382 -3.812 -0.352
C 0.276 -4.549 -2.014
C -0.905 -3.859 -2.680
S -0.807 -2.024 -2.674
C -0.006 -1.733 -4.294
C 1.439 -2.190 -4.340
S 2.316 -1.413 -2.938
C 3.802 -2.449 -2.724
C 4.391 -2.073 -1.376
S 3.208 -2.245 0.013
H 3.368 -4.443 -0.960
H 3.908 -4.424 0.729
H 1.602 -4.390 1.545
H 1.706 -5.685 0.339
H 0.091 -5.621 -1.929
H 1.214 -4.385 -2.543
H -1.817 -4.090 -2.125
H -1.031 -4.184 -3.714
H -0.080 -0.657 -4.464
H -0.606 -2.241 -5.050
H 1.916 -1.854 -5.263
H 1.524 -3.274 -4.265
H 4.513 -2.222 -3.521
H 3.522 -3.502 -2.793
H 4.675 -1.017 -1.374
H 5.266 -2.677 -1.134
C 2.566 3.724 -0.259
N 2.017 2.482 -0.743
C 2.051 1.261 -0.205
N 1.342 0.430 -0.963
C 0.878 1.224 -1.958
N 1.277 2.460 -1.845
C 1.437 4.681 0.050
C 1.467 5.991 -0.409
C 0.402 6.845 -0.165
C -0.715 6.390 0.510
C -0.751 5.076 0.976
C 0.333 4.230 0.757
C -1.925 4.582 1.654
N -2.966 5.259 2.045
N -3.817 4.410 2.596
C -3.292 3.221 2.533
O -2.073 3.266 1.938
C -3.849 1.968 2.980
C -5.071 1.927 3.648
C -5.572 0.709 4.067
C -4.866 -0.459 3.831
C -3.647 -0.424 3.163
C -2.889 -1.722 2.957
N -1.640 -1.544 2.269
C -1.392 -1.508 0.957
N -0.095 -1.285 0.765
C 0.402 -1.173 2.019
N -0.513 -1.329 2.937
C -3.144 0.790 2.735
H 3.194 4.157 -1.042
H 3.178 3.514 0.623
H 2.570 1.005 0.703
H 0.240 0.888 -2.755
H 2.325 6.347 -0.958
H 0.437 7.863 -0.519
H -1.572 7.022 0.677
H 0.305 3.217 1.136
H -5.601 2.848 3.826
H -6.514 0.666 4.587
H -5.259 -1.405 4.170
H -3.506 -2.433 2.398
H -2.657 -2.140 3.941
H -2.130 -1.647 0.187
H 1.436 -0.989 2.240
H -2.199 0.852 2.213
*
```


Record 3
ORCA calculation (the ωB97M-V functional and the def2-TZVPD basis) on C21H17ClN3O4Pt as an isolated structure at a distorted geometry.

Properties
* molar mass: 605.9 u
* relative energy (zero: lowest compared OMol25 entry of this formula, charge and spin): 24.6 kJ/mol
* HOMO-LUMO gap: 7.18 eV
* HOMO: -4.526 eV
* LUMO energy: 0.0977 Eh

Structure (ORCA input):
```
! RIJCOSX wB97M-V def2-TZVPD def2/J DEFGRID3
* xyz -1 1
Pt -0.351 -0.169 -0.469
O 2.446 -2.994 1.288
C 1.520 -2.587 0.611
N 0.635 -1.581 0.931
C 0.304 -1.380 2.231
O 0.786 -1.875 3.242
C -0.912 -0.497 2.396
C -1.400 -0.213 3.664
C -2.572 0.508 3.786
C -3.240 0.909 2.634
C -2.688 0.594 1.409
N -1.542 -0.080 1.295
C 1.264 -3.229 -0.733
C 2.212 -4.077 -1.302
C 1.924 -4.659 -2.521
C 0.700 -4.391 -3.127
C -0.180 -3.540 -2.480
N 0.099 -2.976 -1.311
H -0.840 -0.579 4.512
H -2.969 0.749 4.764
H -4.161 1.473 2.677
H -3.150 0.909 0.483
H 3.140 -4.251 -0.775
H 2.643 -5.309 -3.004
H 0.443 -4.819 -4.087
H -1.134 -3.279 -2.924
C 3.205 -0.066 -2.557
O 2.208 0.026 -1.546
C 0.910 -0.177 -1.973
O 0.713 -0.351 -3.160
H 4.159 0.083 -2.055
H 3.060 0.694 -3.326
H 3.184 -1.046 -3.038
Cl -3.417 3.597 -0.579
C -1.810 3.654 0.125
C -1.586 4.661 1.059
C -0.347 4.774 1.657
C 0.655 3.872 1.314
C 0.407 2.872 0.394
C -0.839 2.721 -0.239
C -1.050 1.613 -1.232
H -2.389 5.345 1.301
H -0.167 5.553 2.388
H 1.631 3.940 1.780
H 1.177 2.151 0.146
H -0.565 1.892 -2.172
H -2.113 1.535 -1.476
*
```


Record 4
ORCA calculation (the ωB97M-V functional and the def2-TZVPD basis) on C5H3NO3 in the gas phase at a distorted geometry.

Properties
* molar mass: 125.1 u
* relative energy (zero: lowest compared OMol25 entry of this formula, charge and spin): 257.0 kJ/mol
* SMILES: O=C1ON=C2C=CO[C@H]12
* HOMO-LUMO gap: 9.82 eV
* HOMO: -10.117 eV
* LUMO energy: -0.0110 Eh

Structure (ORCA input):
```
! RIJCOSX wB97M-V def2-TZVPD def2/J DEFGRID3
* xyz 0 1
O -2.805 -1.171 -0.096
C -1.875 -0.351 -0.161
O -2.125 0.953 -0.285
N -0.844 1.741 -0.195
C 0.018 0.847 0.097
C 1.471 0.680 -0.049
C 1.742 -0.586 -0.233
O 0.514 -1.400 -0.301
C -0.420 -0.505 0.294
H 2.247 1.586 0.072
H 2.686 -1.115 -0.529
H -0.610 -0.680 1.387
*
```


Record 5
ORCA calculation (the ωB97M-V functional and the def2-TZVPD basis) on C5H10O in the gas phase at a distorted geometry.

Properties
* molar mass: 86.1 u
* relative energy (zero: lowest compared OMol25 entry of this formula, charge and spin): 206.9 kJ/mol
* SMILES: OC1CCCC1
* HOMO-LUMO gap: 10.21 eV
* HOMO: -9.174 eV
* LUMO energy: 0.0380 Eh

Structure (ORCA input):
```
! RIJCOSX wB97M-V def2-TZVPD def2/J DEFGRID3
* xyz 0 1
O 1.740 0.970 0.855
C 0.992 0.312 -0.505
C -0.364 0.950 -0.744
C -1.305 0.199 0.216
C -0.766 -1.243 0.203
C 0.755 -1.037 0.087
H 1.164 1.531 1.408
H 1.785 0.469 -1.232
H -0.318 2.030 -0.592
H -0.681 0.775 -1.783
H -2.357 0.279 -0.075
H -1.210 0.616 1.226
H -1.032 -1.788 1.116
H -1.207 -1.803 -0.638
H 1.250 -0.439 1.014
H 1.366 -1.882 -0.249
*
```


Record 6
ORCA calculation (the ωB97M-V functional and the def2-TZVPD basis) on a 2-piece molecular cluster, CH3N3OS overall at a distorted geometry.

Properties
* molar mass: 105.1 u
* relative energy (zero: lowest compared OMol25 entry of this formula, charge and spin): 0.0 kJ/mol
* SMILES: O=CNS.N#N
* HOMO-LUMO gap: 10.24 eV
* HOMO: -9.660 eV
* LUMO energy: 0.0215 Eh

Structure (ORCA input):
```
! RIJCOSX wB97M-V def2-TZVPD def2/J DEFGRID3
* xyz 0 1
O -0.330 1.225 1.497
C -0.653 1.030 0.354
N -0.897 -0.196 -0.310
S -0.598 -1.677 0.305
H -0.924 1.824 -0.319
H -1.123 -0.093 -1.299
H -1.899 -2.095 0.475
N 2.917 -0.238 -0.748
N 3.507 0.219 0.045
*
```